No. 1
50
Properties=species:S:1:pos:R:3:forces:R:3 method="wB97M-V/def2-TZVPD" charge=-1 s2=6.007 e_above_lowest_kcal_mol=0.0 homo_energy_ev="-7.0 / -6.1" spin_multiplicity=5
Fe 0.1789 0.3523 0.1375 0.66 0.09 0.93
Cl 0.4597 -2.4207 2.4333 0.10 -0.22 0.36
O -0.7084 -2.9875 1.7865 0.11 -0.22 0.01
O 1.6541 -3.0649 1.9426 -0.13 -0.03 0.00
O 0.5070 -1.0009 2.1037 -0.08 0.28 -0.28
O 0.3783 -2.5806 3.8532 -0.16 0.11 -0.21
C -1.3296 3.8937 2.4297 0.37 0.16 0.14
F -1.5532 4.3210 1.1622 -0.15 -0.03 0.22
F -1.2376 4.9780 3.2150 -0.19 -0.14 -0.23
F -2.4040 3.1944 2.8284 0.07 0.11 -0.21
S 0.2429 2.9277 2.5484 0.24 -0.59 0.28
O 0.0887 1.9176 1.4868 -0.33 0.53 -0.20
O 1.2519 3.9058 2.2874 -0.01 0.21 -0.23
O 0.1703 2.3669 3.8639 -0.11 0.08 0.12
C 4.6167 -0.1982 -0.4672 -0.46 0.05 0.18
F 5.7675 0.2422 -0.9759 0.13 -0.18 0.02
F 4.1619 -1.2002 -1.2481 0.17 0.10 -0.03
F 4.8291 -0.6988 0.7488 0.22 -0.10 -0.06
S 3.4109 1.1819 -0.3808 -0.34 0.36 -0.64
O 3.9579 2.0974 0.5539 0.45 0.31 0.64
O 3.3312 1.6444 -1.7489 -0.17 -0.33 0.01
O 2.2004 0.4892 0.0954 0.42 -0.14 -0.24
N 0.3413 -1.4286 -1.0033 0.00 -0.33 -0.84
C -0.4878 -1.7189 -2.0066 -0.84 -0.45 0.20
C -0.4440 -2.9077 -2.7136 0.53 0.78 -0.58
C 0.6816 -3.7030 -2.5609 0.12 -0.93 0.57
C 1.6036 -3.3819 -1.5822 -0.28 0.47 0.45
C 1.3581 -2.2674 -0.7976 0.26 0.49 0.41
H -1.2992 -1.0245 -2.2023 0.08 0.10 0.16
H -1.2015 -3.0750 -3.4663 0.04 -0.24 0.01
H 0.8117 -4.6515 -3.0708 -0.16 0.19 -0.31
H 2.4656 -3.9664 -1.2981 -0.02 -0.24 -0.36
H 1.9800 -2.0140 0.0497 0.09 -0.12 -0.21
N -1.9235 0.2652 0.3303 -1.21 -0.41 0.29
C -2.6959 1.3530 0.4305 0.98 0.83 -0.50
C -4.0090 1.3596 0.8144 -0.49 -0.42 0.04
C -4.6177 0.1408 1.0772 -0.07 -0.03 0.07
C -3.8692 -1.0160 0.9290 -0.36 0.64 0.17
C -2.5336 -0.8878 0.5975 -0.06 -1.25 -0.22
H -2.1993 2.2806 0.1732 -0.03 0.02 0.17
H -4.5658 2.2802 0.8969 0.13 0.12 0.01
H -5.6505 0.1259 1.4044 0.00 -0.15 -0.08
H -4.2906 -1.9975 1.0842 0.05 -0.03 0.10
H -1.9874 -1.8255 0.5477 0.46 0.43 -0.04
C 0.6466 1.2720 -2.9588 -0.10 0.08 -0.17
O -0.0983 1.4304 -1.7330 0.06 0.11 -0.58
H -0.0412 1.0607 -3.7829 -0.03 0.00 0.05
H 1.2063 2.1823 -3.1589 0.11 -0.07 -0.02
H 1.3527 0.4567 -2.8565 0.00 0.00 0.22
H -0.5081 2.2976 -1.7991 -0.07 0.01 0.41

---

No. 2
132
Properties=species:S:1:pos:R:3:forces:R:3 method="wB97M-V/def2-TZVPD" smiles=CC(C)O.CC(C)O.CC(C)O.CC(C)O.CC(C)O.CC(C)O.CC(C)O.CC(C)O.CC(C)O.CC(C)O.CC(C)O charge=0 e_above_lowest_kcal_mol=8.7 homo_energy_ev=-9.5
C -22.3542 -8.7963 -22.7876 -0.37 -0.02 0.01
C -21.0273 -8.6311 -22.0790 0.50 -0.10 -0.07
C -19.7739 -8.8895 -22.9181 -0.69 -0.18 -0.34
O -20.8717 -7.3147 -21.5468 -0.36 0.07 0.34
H -22.4088 -9.7774 -23.2626 0.06 0.11 -0.18
H -22.5537 -7.9960 -23.5045 0.28 -0.13 -0.21
H -23.1960 -8.7562 -22.0905 0.18 0.02 0.19
H -20.9993 -9.3469 -21.2458 -0.06 0.21 0.07
H -18.9113 -8.8173 -22.2579 0.18 -0.03 -0.17
H -19.7022 -8.1516 -23.7208 0.04 0.13 0.11
H -19.8088 -9.8631 -23.4155 0.11 -0.08 0.27
H -21.5682 -6.7278 -21.8876 0.05 0.10 -0.10
C -15.1103 -8.9430 -20.8314 0.30 0.24 -0.26
C -13.7814 -8.7954 -21.5740 0.49 -0.65 -0.19
C -12.8538 -7.8492 -20.8344 -0.57 0.31 -0.18
O -13.1020 -10.0686 -21.6385 -0.07 0.00 0.20
H -14.8687 -9.3298 -19.8410 -0.19 -0.07 0.03
H -15.8153 -9.6099 -21.3268 0.12 -0.12 -0.05
H -15.6028 -7.9756 -20.7170 -0.01 0.05 0.03
H -13.8726 -8.4847 -22.6205 -0.38 0.35 0.18
H -11.8758 -7.7947 -21.3050 0.07 -0.12 0.04
H -12.7740 -8.1672 -19.7946 0.19 0.03 0.00
H -13.3033 -6.8507 -20.8602 0.12 0.00 0.15
H -13.3295 -10.4979 -22.4676 -0.08 0.00 0.03
C -21.9951 -6.0745 -16.9266 0.26 -0.38 0.42
C -20.9602 -5.6564 -17.9689 -0.69 -0.27 -0.04
C -21.6093 -4.9159 -19.1241 -0.17 0.73 -0.40
O -20.0060 -4.8647 -17.3006 0.21 0.18 0.03
H -22.7722 -6.7416 -17.3049 0.04 0.14 -0.31
H -22.4703 -5.2200 -16.4430 0.03 0.16 -0.23
H -21.5026 -6.6325 -16.1243 0.09 0.05 -0.02
H -20.4934 -6.5683 -18.3716 0.06 0.14 -0.01
H -22.3004 -4.1379 -18.7810 -0.06 -0.18 0.23
H -22.1532 -5.5748 -19.8037 0.02 -0.12 0.13
H -20.8850 -4.3594 -19.7288 0.24 -0.32 0.03
H -19.3636 -4.5440 -17.9629 0.03 -0.11 0.10
C -15.5351 -5.0620 -19.0568 0.42 0.07 0.42
C -16.7596 -4.7201 -18.2071 0.62 0.28 0.24
C -16.4767 -3.6436 -17.1602 -0.01 -0.34 -0.49
O -17.8458 -4.3094 -19.0269 0.13 0.11 -0.21
H -14.7367 -5.5082 -18.4535 -0.36 -0.38 0.11
H -15.0034 -4.2014 -19.4758 -0.61 0.23 -0.27
H -15.8336 -5.7600 -19.8375 0.20 -0.04 -0.12
H -17.0330 -5.6129 -17.6267 -0.12 -0.13 -0.28
H -16.3212 -2.6603 -17.6053 -0.04 -0.04 -0.13
H -15.5538 -3.9422 -16.6604 -0.15 0.14 0.34
H -17.3190 -3.5966 -16.4714 0.14 0.10 0.18
H -17.8482 -4.8611 -19.8362 -0.40 -0.10 0.35
C -18.2088 -4.7894 -26.5892 0.26 0.65 -0.16
C -17.9797 -5.6758 -27.8156 -0.62 0.37 0.12
C -19.2065 -5.6013 -28.7158 -0.42 -0.83 -0.33
O -16.8434 -5.2058 -28.5135 0.53 0.40 0.40
H -18.8226 -5.2711 -25.8275 -0.07 -0.08 -0.08
H -18.6961 -3.8579 -26.8918 -0.16 -0.10 0.00
H -17.2812 -4.4479 -26.1251 0.13 -0.38 -0.03
H -17.8255 -6.6932 -27.4374 0.10 -0.15 -0.34
H -19.9996 -6.2702 -28.3661 -0.07 0.30 0.28
H -19.0298 -5.9673 -29.7333 0.37 0.03 0.06
H -19.5908 -4.5870 -28.8126 0.05 0.04 0.11
H -16.8210 -5.5349 -29.4139 -0.20 -0.19 -0.03
C -19.2738 -4.3042 -22.4955 0.54 0.72 -0.17
C -18.3060 -5.4673 -22.3811 -0.79 -1.05 0.37
C -16.8744 -5.0912 -22.6403 0.50 0.19 -0.30
O -18.4125 -6.1049 -21.0951 0.53 0.34 0.03
H -18.9277 -3.4466 -21.9079 0.04 -0.11 0.19
H -20.2927 -4.5302 -22.1869 0.04 -0.25 -0.12
H -19.2592 -3.9586 -23.5344 -0.27 -0.05 -0.06
H -18.6292 -6.2472 -23.0799 0.15 0.21 -0.37
H -16.4531 -4.4816 -21.8384 -0.21 0.21 -0.04
H -16.8195 -4.5437 -23.5853 0.02 0.19 0.11
H -16.1885 -5.9304 -22.7649 -0.30 -0.27 0.15
H -19.2613 -6.5846 -21.0860 -0.10 0.09 0.03
C -23.4823 -3.1532 -22.1072 -0.65 -0.18 0.37
C -23.7982 -4.6271 -22.3958 0.42 0.67 -0.22
C -24.9077 -4.7579 -23.4235 0.03 0.13 0.17
O -22.6114 -5.2964 -22.8106 0.08 -0.54 -0.09
H -23.4443 -2.5681 -23.0269 0.10 0.01 -0.02
H -22.5633 -3.0289 -21.5383 0.17 -0.17 -0.10
H -24.2822 -2.7667 -21.4664 0.01 0.21 -0.20
H -24.1467 -5.0822 -21.4665 0.33 -0.24 0.02
H -25.7652 -4.1903 -23.0559 -0.14 -0.11 -0.18
H -25.1896 -5.7995 -23.5740 -0.04 -0.01 0.01
H -24.5899 -4.3329 -24.3770 -0.01 0.03 0.00
H -22.3171 -4.9459 -23.6820 -0.19 0.05 0.38
C -22.6051 -5.5781 -26.7394 0.28 -0.06 -0.07
C -22.1039 -4.1606 -26.5818 0.15 0.56 1.38
C -23.0739 -3.0393 -26.9248 -0.77 -0.89 -1.10
O -21.8137 -4.0086 -25.1533 0.30 0.03 -0.35
H -22.9102 -5.8042 -27.7607 -0.13 0.08 0.00
H -23.4160 -5.7874 -26.0409 -0.15 0.12 -0.12
H -21.7896 -6.2567 -26.4815 -0.01 -0.04 -0.01
H -21.1249 -4.0347 -27.0475 -0.21 -0.02 -0.53
H -23.4805 -3.1441 -27.9409 0.47 0.04 -0.12
H -22.6384 -2.0494 -26.8376 0.02 0.02 0.29
H -23.9873 -3.1667 -26.3395 0.26 0.30 0.47
H -21.1804 -3.2701 -25.1063 -0.16 -0.14 0.12
C -18.6218 -8.7388 -18.5911 0.01 -0.28 -0.46
C -19.4231 -8.9549 -17.3119 0.37 0.63 0.15
C -19.7793 -10.4078 -17.0768 -0.32 -0.10 -0.26
O -18.5847 -8.5375 -16.2253 -0.03 -0.24 0.39
H -18.2909 -7.7170 -18.7879 -0.30 0.19 0.39
H -19.1751 -9.0468 -19.4855 0.02 -0.15 0.09
H -17.6987 -9.3189 -18.5160 -0.09 -0.17 -0.08
H -20.3412 -8.3562 -17.3127 0.08 -0.06 -0.06
H -20.4554 -10.7637 -17.8596 0.24 -0.03 -0.17
H -20.3333 -10.5580 -16.1503 0.23 0.20 0.17
H -18.8740 -11.0149 -17.0624 -0.04 -0.08 0.00
H -18.7700 -7.6332 -15.9614 -0.14 0.12 -0.23
C -16.4310 -8.4648 -24.2710 -0.81 -0.66 0.10
C -15.7210 -8.3196 -25.5997 -0.20 0.63 0.40
C -15.2475 -6.8796 -25.7761 0.52 -0.40 0.05
O -14.6630 -9.2720 -25.6730 -0.10 0.34 -0.20
H -15.8958 -8.1221 -23.3877 0.29 0.11 -0.22
H -16.7212 -9.5040 -24.0891 0.23 -0.07 -0.07
H -17.3904 -7.9419 -24.3014 0.15 0.26 -0.05
H -16.4616 -8.4966 -26.3904 0.07 -0.32 -0.06
H -16.1166 -6.2292 -25.7880 0.08 0.17 -0.04
H -14.6768 -6.7565 -26.7001 -0.21 0.07 -0.11
H -14.5785 -6.5916 -24.9613 -0.11 0.00 0.09
H -14.2105 -9.0832 -26.5043 0.15 -0.22 0.14
C -18.3923 -0.6233 -24.2404 0.21 0.29 0.12
C -19.8878 -0.8256 -24.4484 0.38 -0.25 0.43
C -20.7002 0.4499 -24.5305 -0.54 -0.33 0.16
O -20.1041 -1.6799 -25.5844 0.00 0.11 -0.01
H -17.9348 -0.0364 -25.0436 -0.09 -0.12 -0.14
H -17.8868 -1.5835 -24.1577 -0.01 -0.12 -0.19
H -18.1455 -0.0895 -23.3193 -0.34 0.05 0.02
H -20.2316 -1.4055 -23.5873 -0.22 -0.07 -0.11
H -20.3049 1.1496 -25.2662 0.11 0.17 0.20
H -20.7988 0.8678 -23.5267 0.42 0.40 -0.14
H -21.7360 0.2288 -24.8015 0.11 -0.18 -0.22
H -19.5207 -1.3806 -26.2914 -0.07 -0.08 -0.02

---

No. 3
12
Properties=species:S:1:pos:R:3:forces:R:3 method="wB97M-V/def2-TZVPD" smiles="CC(C=O)C=O" charge=0 e_above_lowest_kcal_mol=76.2 homo_energy_ev=-9.7
C 1.5173 -0.1093 0.1130 -0.09 0.24 0.02
C 0.0407 0.2022 -0.1057 -0.26 1.27 -0.74
C -1.0535 0.8708 0.5792 -1.06 -0.67 1.07
O -2.1337 0.6022 0.0542 -0.41 0.94 1.28
C -0.8290 -0.9809 -0.6017 0.57 -0.61 -0.38
O -0.9626 -1.5064 -1.6694 0.30 0.42 0.22
H 2.0116 0.6164 0.7620 -0.04 -0.03 -0.06
H 1.7138 -1.1175 0.5115 -0.45 0.35 0.01
H 1.9943 -0.0866 -0.8748 -0.02 0.08 0.26
H -0.1483 1.3631 -0.5358 1.50 -2.06 -1.23
H -0.9250 1.5577 1.4143 -0.04 0.38 0.12
H -1.2255 -1.4117 0.3531 0.00 -0.31 -0.57

---

Molecular weight: 643.68, 661.06, 86.09 (g mol⁻¹)